Computed, not measured: a molecular structure, C26H43Cl3N3O3SiSn at a distorted geometry, with ωB97M-V with the def2-TZVPD basis set.

Element x y z (Å)
C (-0.00902, 4.78081, -3.29076)
C (-0.64664, 4.30412, -2.00083)
H (-0.07435, 5.87499, -3.34061)
H (-0.54633, 4.36773, -4.15949)
H (1.05335, 4.52386, -3.38837)
C (-1.47520, 5.16892, -1.28720)
C (-2.11471, 6.41585, -1.77333)
H (-1.59012, 5.06647, -0.21165)
H (-2.79374, 6.27398, -2.63379)
H (-1.39278, 7.20874, -2.05116)
H (-2.70434, 6.83555, -0.93492)
Sn (0.08436, -1.95239, -0.76857)
Cl (2.45617, -1.26874, -0.69381)
Cl (-0.06546, -3.68901, -2.48735)
H (0.78325, -6.49055, 0.65206)
H (3.60067, -6.26839, -0.97812)
C (0.72983, -5.82303, -0.21972)
C (2.87154, -5.57231, -1.42094)
N (1.96508, -5.08728, -0.39893)
H (-0.11007, -5.13192, -0.08923)
C (2.42288, -4.29313, 0.62160)
O (1.70936, -3.85924, 1.52973)
H (3.41868, -4.73902, -1.87909)
H (3.51087, -4.06962, 0.52437)
H (0.58979, -6.40702, -1.13237)
H (2.26824, -6.08233, -2.17434)
H (-3.04453, 1.41612, -3.03906)
H (-3.85295, 3.44974, -0.90531)
C (-3.72283, 0.85529, -2.37688)
C (-4.37498, 2.52066, -0.62933)
N (-3.60385, 1.33915, -1.00452)
H (-3.47609, -0.21298, -2.39806)
C (-3.07578, 0.54411, -0.03692)
O (-2.56282, -0.57318, -0.22990)
H (-4.50947, 2.49733, 0.46176)
H (-3.15475, 0.99201, 0.97596)
H (-4.75269, 1.02623, -2.71892)
H (-5.35122, 2.51722, -1.13374)
O (-0.94694, 2.80000, -2.06707)
C (0.09237, 3.15328, -1.20768)
C (-1.28523, 3.19694, 0.96564)
C (-0.06349, 3.03792, 0.26849)
H (-2.18950, 3.42779, 0.39667)
C (-1.33165, 3.16871, 2.36166)
H (1.03839, 2.83859, -1.66463)
C (1.10015, 2.88058, 1.04349)
H (-2.28939, 3.22058, 2.88168)
C (-0.16567, 3.06109, 3.11026)
C (1.04977, 2.89239, 2.43687)
H (2.05028, 2.76224, 0.52391)
H (-0.17078, 3.04611, 4.20599)
H (1.95888, 2.75582, 3.01582)
Si (0.37476, -0.32154, -4.42298)
Cl (-0.34238, 0.05683, -2.15479)
C (-1.08141, -1.30256, -5.04279)
C (1.87627, -1.42308, -4.32888)
C (0.83330, 1.15957, -5.43821)
H (-1.99565, -1.09843, -4.46908)
H (-0.87698, -2.38077, -4.98698)
H (-1.25692, -1.04870, -6.10309)
H (-0.02389, 1.72340, -5.82351)
H (1.37768, 0.73195, -6.30443)
H (1.52599, 1.84255, -4.91950)
H (2.52866, -1.22422, -3.47204)
H (2.44060, -1.24852, -5.27097)
H (1.58938, -2.48334, -4.31277)
N (-0.51791, -0.75295, 2.45016)
C (0.48792, -0.53111, 3.32707)
C (0.20794, -0.03307, 4.62107)
C (1.24474, 0.18312, 5.51820)
C (2.57411, -0.02837, 5.13096)
C (2.86856, -0.44792, 3.82227)
C (1.83556, -0.73053, 2.93347)
H (-1.48163, -0.55096, 2.70547)
H (-0.39949, -1.43389, 1.70151)
H (-0.83618, 0.15082, 4.88833)
H (1.01086, 0.51115, 6.53086)
H (3.37888, 0.12762, 5.85531)
H (3.90154, -0.57570, 3.49151)
H (2.03013, -1.10197, 1.92454)

Output
Total energy (eV): -89551.3509
LUMO energy (eV): 2.33
Total charge: -1
ΔE to the lowest compared entry with this formula, charge and spin (eV): 0.909
HOMO-LUMO gap (eV): 4.03

Computed Mulliken charges, given in elementary charges: -1.4783 1.5330 0.3698 0.1852 0.2672 -0.6529 -1.8346 0.4504 0.2137 0.4182 0.3720 0.9331 -0.6392 -0.5583 0.3076 0.3409 -0.8385 -0.9949 0.4476 0.1742 -0.1617 -0.5502 0.3035 0.3474 0.3402 0.3095 0.1339 0.2692 -0.9000 -1.0548 0.4713 0.2611 0.1136 -0.6202 0.3238 0.1507 0.3975 0.3626 -0.3364 -1.1420 0.3859 1.3185 0.2584 -1.2246 0.2688 -0.7897 0.3606 -0.4761 -0.5588 0.3346 0.4167 0.3216 0.5399 0.0378 -0.9357 -0.9375 -1.0288 0.1761 0.2995 0.4070 0.3163 0.3794 0.2910 0.2294 0.3668 0.2816 0.0283 0.7089 -0.5475 -0.4713 -0.4544 -0.8161 0.0515 0.1792 -0.3343 0.3000 0.3608 0.3415 0.3713 0.2081


Computed, not measured: a molecular structure, C26H43F3HfO2P2 at a distorted geometry, with ωB97M-V with the def2-TZVPD basis set.

Element x y z (Å)
Hf (-1.00496, 1.41823, 0.11549)
C (0.21639, 0.63196, 2.19045)
C (1.30839, 1.26099, 1.50619)
C (-0.25619, 2.91013, 2.01129)
C (-0.71141, 1.66913, 2.58680)
C (1.01589, 2.66068, 1.38968)
C (0.16302, -0.78099, 2.65735)
H (0.76060, -1.44649, 2.01889)
H (-0.87638, -1.13797, 2.65898)
H (0.55615, -0.88207, 3.68151)
C (-1.70332, 1.53155, 3.67874)
H (-2.30171, 0.62517, 3.54226)
H (-2.38183, 2.39062, 3.70986)
H (-1.20917, 1.45572, 4.66011)
C (-0.83714, 4.26528, 2.25369)
H (-1.72638, 4.20621, 2.89095)
H (-1.13569, 4.74261, 1.30791)
H (-0.11842, 4.93894, 2.74678)
C (1.99396, 3.72368, 1.04161)
H (2.46602, 4.13552, 1.94814)
H (1.51977, 4.56521, 0.52564)
H (2.80328, 3.34223, 0.40553)
C (2.60190, 0.59239, 1.17437)
H (3.27816, 0.58939, 2.04546)
H (3.13562, 1.09845, 0.35763)
H (2.45688, -0.46222, 0.89263)
C (1.79728, -4.52259, 0.98000)
C (2.82581, -3.66246, 0.90769)
C (3.67775, -3.23744, -0.25901)
C (3.21638, -3.63670, -1.69862)
C (1.93799, -3.02637, -2.09841)
C (0.86254, -3.02578, -1.21688)
C (0.11125, -4.31696, -0.94231)
C (1.04878, -5.23313, -0.12824)
H (4.69561, -3.63774, -0.11283)
H (3.19094, -4.73872, -1.77522)
H (3.79484, -2.13963, -0.21896)
H (1.74116, -5.73420, -0.81906)
H (1.45857, -4.82258, 1.98505)
H (3.19329, -3.24124, 1.85846)
H (0.44249, -6.01671, 0.34996)
H (-0.80565, -4.12308, -0.36895)
H (1.10850, -2.55299, -0.25306)
H (-0.18121, -4.80144, -1.88869)
H (4.00048, -3.29571, -2.39768)
H (1.88041, -2.55865, -3.07484)
P (-0.38155, -1.15381, -1.23669)
P (-0.78178, 2.96302, -1.60271)
C (0.57150, 0.46794, -1.59946)
C (-0.01212, 1.53381, -2.56955)
H (1.57111, 0.13540, -1.92578)
H (0.81693, 0.93834, -0.59845)
H (0.82126, 1.98051, -3.13638)
H (-0.73981, 1.12340, -3.28190)
C (-2.21491, 3.64986, -2.49623)
H (-2.56892, 4.52648, -1.93264)
H (-3.03278, 2.91633, -2.52393)
H (-1.94917, 3.95628, -3.51850)
C (0.50612, 4.21216, -1.94000)
H (0.50990, 4.40931, -3.02328)
H (1.50219, 3.85179, -1.64350)
H (0.28524, 5.13407, -1.38751)
C (-2.01543, -1.70924, -0.56021)
H (-2.02718, -1.70711, 0.53443)
H (-2.26945, -2.71629, -0.91382)
H (-2.79468, -1.02446, -0.92155)
C (-0.81933, -1.53072, -2.97833)
H (0.06574, -1.50403, -3.62432)
H (-1.55853, -0.81191, -3.34732)
H (-1.25371, -2.53440, -3.02545)
F (-5.94857, 0.18947, 1.92893)
C (-5.22464, 0.49025, 0.83261)
F (-5.54807, -0.39633, -0.15410)
F (-5.57715, 1.72566, 0.40732)
C (-3.69736, 0.39867, 1.12222)
O (-3.27758, -0.40944, 1.93823)
O (-2.96791, 1.17474, 0.35156)

Output
Total energy (eV): -59771.6727
LUMO energy (spin up / spin down) (eV): -7.65 / -7.64
Total charge: +2
ΔE to the lowest compared entry with this formula, charge and spin (eV): 4.131
HOMO-LUMO gap (spin up / spin down) (eV): 3.92 / 3.94

Computed Mulliken charges, given in elementary charges: 0.5662 1.0916 -0.4445 0.5799 0.6535 1.2764 -1.0899 -0.1221 0.2215 0.4132 -1.5625 0.3002 0.4634 0.3128 -1.5220 0.4123 0.2121 0.3698 -1.7912 0.3742 0.4095 0.3589 -1.0519 0.4231 0.3752 -0.1394 -0.2140 -0.6228 -0.4158 -1.0362 -0.3851 1.8184 -0.8181 -0.8020 0.4729 0.3715 0.2045 0.2966 0.3703 0.3493 0.5292 0.3102 -1.7057 0.3388 0.4608 0.4250 1.7037 1.0236 -0.2211 -1.1472 0.9541 -0.7617 0.6527 0.3340 -1.1190 0.4057 0.4171 0.4281 -1.5105 0.4904 0.4585 0.4241 -1.8112 0.2469 0.6215 0.5777 -1.7788 0.4403 0.5503 0.4457 -0.2239 0.7089 -0.2348 -0.2342 0.5382 -0.5306 -0.8869


Computed, not measured: a molecular structure, C26H43GaN2O2P2Si at a distorted geometry, with ωB97M-V with the def2-TZVPD basis set.

Element x y z (Å)
C (-0.77406, 3.89680, -1.81057)
C (-0.69520, 2.51565, -1.54812)
N (0.20739, 2.02637, -0.65722)
C (0.97018, 2.86730, 0.08932)
C (0.87544, 4.24218, -0.08769)
C (0.01206, 4.77282, -1.03400)
C (-1.60101, 1.55847, -2.21718)
P (-1.86097, 0.08352, -1.19957)
Ga (0.38294, -0.15960, -0.52591)
P (2.26596, 0.51419, 0.78744)
C (1.92046, 2.27750, 1.11758)
C (0.18678, -1.97088, 0.29494)
C (-0.87720, -2.34793, 1.11742)
C (-1.09695, -3.71074, 1.38484)
C (-0.18206, -4.67151, 0.92443)
C (0.94566, -4.27390, 0.20251)
C (1.13049, -2.91918, -0.11359)
O (-0.67520, 0.68924, -4.42288)
O (0.16991, -1.46728, -3.55026)
H (-1.47638, 4.24448, -2.54919)
H (1.50665, 4.87653, 0.54439)
H (-0.05680, 5.84632, -1.19959)
C (-3.07400, 0.59564, 0.05273)
C (-2.61917, -1.24599, -2.17171)
H (2.86936, 2.83236, 1.09477)
H (1.47982, 2.38039, 2.12548)
H (-0.99724, 1.06451, -3.55730)
H (-2.54592, 1.99860, -2.54575)
C (2.67714, -0.25112, 2.37200)
C (3.77870, 0.52906, -0.22350)
H (-1.53445, -1.58764, 1.55078)
H (-1.98145, -4.02000, 1.95089)
H (-0.35005, -5.72994, 1.13801)
H (1.68357, -5.01316, -0.12905)
H (2.00332, -2.60111, -0.68515)
H (0.68929, -1.00502, -2.42875)
H (0.72018, -2.18294, -3.87677)
H (-0.17398, -0.47611, -4.14908)
H (0.00954, 1.17536, -4.87236)
H (1.20536, -0.50575, -1.85457)
H (-3.53108, 1.55850, -0.25362)
H (-3.86360, -0.17872, 0.12748)
H (-2.59331, 0.70399, 1.03501)
H (-3.45824, -0.85384, -2.76796)
H (-1.86871, -1.69817, -2.83390)
H (-2.98611, -2.01007, -1.47115)
H (4.54959, 1.15813, 0.25694)
H (4.15576, -0.49802, -0.32596)
H (3.55456, 0.92003, -1.21898)
H (3.71619, -0.01030, 2.64695)
H (1.99478, 0.09729, 3.16124)
H (2.56980, -1.33944, 2.27452)
C (-5.00813, -0.56774, 2.76206)
Si (-3.57006, -0.44515, 3.95971)
C (-4.08744, 0.67381, 5.37555)
C (-3.09424, -2.14541, 4.56458)
N (-2.19446, 0.26419, 3.15936)
C (-1.13580, 0.81173, 3.74225)
C (-0.78256, 2.19311, 3.51471)
C (0.07107, 2.83684, 4.37071)
C (0.73432, 2.15398, 5.39615)
C (0.55119, 0.75620, 5.52083)
C (-0.29224, 0.08644, 4.66027)
H (-5.94694, -0.67950, 3.32354)
H (-4.91041, -1.43617, 2.09756)
H (-5.09007, 0.33330, 2.14164)
H (-5.05925, 0.37216, 5.78498)
H (-3.35843, 0.66297, 6.19660)
H (-4.17527, 1.71698, 5.03419)
H (-2.53315, -2.70317, 3.80813)
H (-2.47116, -2.09506, 5.46676)
H (-3.99257, -2.72244, 4.81698)
H (-1.33313, 2.71498, 2.72609)
H (0.24368, 3.92513, 4.25733)
H (1.38900, 2.66960, 6.08567)
H (1.07788, 0.20665, 6.30684)
H (-0.42538, -1.00051, 4.71797)

Output
Total energy (eV): -113564.1927
LUMO energy (eV): -0.19
HOMO-LUMO gap (eV): 5.33

Computed Mulliken charges, given in elementary charges: -1.0096 1.0877 0.2028 0.5810 -0.9151 -0.5497 -1.8333 1.2591 0.0171 0.7740 -0.9355 0.3952 0.6368 -0.7053 -0.6305 -0.7109 -0.2055 -0.7178 -0.6718 0.5406 0.4714 0.4105 -0.8627 -1.5705 0.6331 0.0245 0.2247 0.5663 -0.8169 -1.5264 0.1395 0.4428 0.3741 0.3685 0.2451 -0.2195 0.2485 0.4600 0.3295 0.2650 0.4564 0.4296 -0.0447 0.4124 0.2809 0.4432 0.4633 0.3818 0.3553 0.4571 0.0420 0.3330 -1.0497 0.1588 -1.1624 -0.9141 0.1378 -0.0209 -0.4700 -0.4529 -0.4363 -0.6472 -0.4786 0.3881 0.2740 0.2519 0.3687 0.3076 0.2900 0.0942 0.2989 0.3826 0.4539 0.3260 0.3657 0.3741 0.3328